(1)
Molecular formula: C29H33Cl8N5
Method: DFT, ωB97M-V/def2-TZVPD

ORCA input file:
```
! wB97M-V def2-TZVPD RIJCOSX def2/J DEFGRID3
* xyz 0 1
Cl -1.92 -8.53 -1.21
Cl 0.44 -8.30 -2.62
Cl -2.47 7.03 -0.66
Cl -0.44 -1.64 -1.66
Cl -4.79 -4.53 2.30
Cl -3.20 4.31 -1.35
Cl -6.85 -4.38 4.43
Cl 0.73 -1.46 1.08
N -0.59 3.20 5.44
N -2.79 3.07 -7.94
N 4.31 -1.78 -6.36
N 3.39 3.57 0.00
N 0.30 -2.84 8.90
C 3.35 -2.70 -8.39
C -1.92 4.04 -7.64
C -1.65 -3.88 10.03
C -3.74 5.78 -0.42
C 4.15 2.75 0.77
C -0.28 2.52 -6.64
C -0.26 -3.51 9.97
C 2.80 -3.73 -6.30
C 4.16 -1.78 -7.72
C -1.89 -2.90 7.85
C -0.35 -0.70 -0.10
C -0.04 5.81 6.17
C 4.54 2.58 -1.90
C -0.23 4.84 7.14
C -2.37 1.83 -7.63
C -5.56 -5.37 3.70
C -1.29 -7.94 -2.73
C 5.00 1.76 0.30
C -0.54 -2.65 7.86
C -0.49 3.55 6.78
C -0.34 5.54 4.85
C 2.67 -3.69 -7.72
C 3.64 3.45 -1.31
C -0.72 3.83 -6.93
C 3.62 -2.73 -5.69
C -0.55 4.20 4.51
C -2.46 -3.53 8.95
C -1.18 1.52 -6.93
C 5.24 1.71 -1.06
H -0.07 4.65 -6.68
H -2.26 4.99 -8.04
H -0.11 -2.31 6.93
H 4.59 2.53 -2.98
H -0.97 0.49 -6.69
H 2.17 -4.39 -8.36
H 3.88 2.75 1.82
H 0.46 -3.74 10.74
H -0.61 3.83 3.49
H -3.52 -3.73 8.86
H -0.11 5.18 8.16
H 5.42 0.99 0.94
H -5.84 -6.39 3.42
H 3.67 -2.52 -4.63
H 3.07 4.09 -1.98
H -1.33 -0.72 0.38
H -1.51 -6.87 -2.83
H 5.85 0.96 -1.53
H -2.04 -4.35 10.92
H 0.16 6.80 6.56
H -4.70 -5.46 4.36
H 2.23 -4.46 -5.76
H 0.69 2.38 -6.17
H 3.35 -2.74 -9.47
H -3.81 5.47 0.62
H -1.79 -8.45 -3.56
H -2.44 -2.58 6.97
H -4.76 6.07 -0.67
H -0.50 2.74 7.50
H -0.19 6.22 4.03
H 4.70 -1.04 -8.30
H -2.97 0.96 -7.86
H -0.08 0.34 -0.29
*
```

SMILES string	c1ccncc1.c1ccncc1.c1ccncc1.c1ccncc1.c1ccncc1.ClCCl.ClCCl.ClCCl.ClCCl
relative energy (zero: lowest compared OMol25 entry of this formula, charge and spin)	236.1	kJ/mol
molecular weight	735.24	g mol⁻¹
gap between HOMO and LUMO	9.71	eV

(2)
Molecular formula: C29H33FeN3O
Method: DFT, ωB97M-V/def2-TZVPD

ORCA input file:
```
! wB97M-V def2-TZVPD RIJCOSX def2/J DEFGRID3
* xyz -1 6
Fe -0.08 -0.58 0.67
O -2.77 -1.34 1.58
N 0.22 -2.16 4.84
N -0.15 -1.18 -2.36
N -1.26 -2.88 -1.48
C -0.72 2.39 -4.51
C -1.79 -1.01 0.99
C -0.61 -3.24 2.82
C -0.85 -1.62 -1.16
C 0.26 -2.35 -3.07
C -0.38 -3.38 -2.33
C -1.38 0.94 -2.63
C -1.04 3.53 -5.46
C 0.66 1.49 0.52
C 0.20 0.81 2.69
C -2.40 0.62 -1.63
C -0.54 -3.04 5.54
C -1.37 2.60 1.75
C 2.90 0.37 0.05
C -0.22 0.15 -2.89
C 1.40 -0.04 2.30
C -1.41 -4.09 3.58
C 0.66 2.52 -0.58
C 0.17 -2.22 3.46
C 2.66 -0.18 3.25
C 1.65 0.52 0.85
C -0.35 0.79 4.06
C -1.40 -3.98 4.95
C -0.26 1.60 1.63
C 0.44 1.64 -4.66
C 0.75 0.56 -3.80
C 0.99 -1.41 2.47
C -1.60 2.08 -3.46
C 2.07 -0.07 -4.01
H -2.07 2.29 2.53
H 2.63 -0.24 -3.08
H 1.19 3.45 -0.30
H 0.69 -2.36 -4.05
H -0.56 -3.34 1.72
H -1.95 0.55 -0.61
H 2.01 -1.02 -4.55
H -2.91 -0.34 -1.82
H -1.28 1.37 4.19
H 1.60 -2.14 1.84
H -0.56 -0.25 4.34
H -1.63 3.18 -6.35
H 2.51 -0.76 4.20
H -2.10 -4.55 5.59
H 3.40 -0.73 2.66
H -3.15 1.41 -1.58
H -0.25 -4.44 -2.56
H 0.41 1.14 4.80
H -0.35 2.84 -0.83
H 1.09 2.17 -1.52
H 3.61 1.19 0.27
H -1.64 4.32 -4.96
H 3.41 -0.58 0.24
H 2.66 0.61 -4.62
H -1.94 2.73 0.84
H -2.50 2.68 -3.28
H -2.08 -4.82 3.09
H 1.14 1.88 -5.48
H -0.46 -2.94 6.63
H -0.98 3.59 2.05
H -0.10 3.98 -5.84
H 2.71 0.45 -1.03
H 3.05 0.84 3.48
*
```

relative energy (zero: lowest compared OMol25 entry of this formula, charge and spin)	124.2	kJ/mol
molecular weight	495.45	g mol⁻¹
gap between HOMO and LUMO (spin up / spin down)	4.08 / 6.31	eV
⟨S²⟩	8.854

(3)
Molecular formula: C29H33IKN3O3
Method: DFT, ωB97M-V/def2-TZVPD

ORCA input file:
```
! wB97M-V def2-TZVPD RIJCOSX def2/J DEFGRID3
* xyz 0 1
I 1.49 1.36 -4.32
K 0.80 -0.53 0.65
O 2.87 -1.57 0.10
O 1.52 1.61 1.28
O 2.16 1.01 -0.78
N -0.39 3.12 -0.25
N 0.80 -2.59 -1.68
N -0.61 0.58 -2.39
C -1.03 4.18 -0.74
C -0.49 -2.31 2.28
C -0.27 -3.68 1.68
C -1.36 2.25 -3.92
C -1.83 0.59 -1.84
C 2.53 -2.47 -3.33
C 0.37 -0.44 3.57
C -2.61 2.26 -3.34
C 1.59 -2.48 -4.35
C 2.10 -2.53 -2.02
C -1.71 -0.21 2.34
C -2.65 -2.19 1.03
C 1.61 1.78 0.04
C 1.64 -2.64 3.59
C 0.92 3.01 -0.51
C -2.82 0.70 1.86
C -0.73 0.33 3.18
C 1.47 0.23 4.37
C -0.41 5.17 -1.49
C -1.60 -1.54 1.91
C -0.82 1.77 3.61
C 0.48 -1.77 3.16
C 1.62 3.95 -1.26
C -2.86 1.41 -2.27
C -0.09 -2.59 -2.67
C 0.94 5.05 -1.75
C 3.10 -2.57 -0.88
C -0.40 1.37 -3.40
C 0.25 -2.55 -4.02
H 0.79 -3.90 1.55
H 1.46 5.80 -2.34
H -1.99 -0.07 -0.99
H -3.44 0.24 1.09
H -1.11 2.89 -4.76
H -3.82 1.39 -1.77
H -0.37 1.92 4.59
H -3.61 -1.67 1.07
H 3.01 -3.53 -0.38
H 1.90 -2.43 -5.39
H -3.37 2.93 -3.71
H -0.53 -2.55 -4.77
H -1.85 2.12 3.66
H -1.13 -2.62 -2.38
H 1.16 0.45 5.39
H -2.40 1.61 1.43
H -3.49 1.00 2.67
H 2.02 -2.34 4.56
H -2.35 -2.25 -0.02
H 1.76 1.17 3.90
H 2.37 -0.38 4.43
H -0.28 2.41 2.89
H -0.70 -4.48 2.29
H 3.59 -2.40 -3.55
H -2.10 4.24 -0.54
H 1.34 -3.68 3.67
H -0.99 6.01 -1.86
H 4.12 -2.50 -1.28
H -0.72 -3.75 0.69
H 2.67 3.79 -1.46
H -2.85 -3.22 1.34
H 2.89 -0.68 -0.32
H 2.48 -2.60 2.88
*
```

relative energy (zero: lowest compared OMol25 entry of this formula, charge and spin)	94.0	kJ/mol
molecular weight	637.60	g mol⁻¹
gap between HOMO and LUMO	8.75	eV